C13H12N2O3 | ωB97M-V/def2-TZVPD

```
! wB97M-V def2-TZVPD RIJCOSX def2/J DEFGRID3
* xyz 0 1
O 3.997 -2.053 -4.037
C 2.963 -2.158 -3.434
O 1.854 -2.656 -4.004
H 2.037 -2.909 -4.922
C 2.756 -1.786 -1.991
H 3.619 -1.214 -1.651
H 2.718 -2.710 -1.407
C 1.460 -1.015 -1.752
C 1.149 -0.931 -0.262
O 1.730 -1.582 0.576
N 0.138 -0.060 0.002
C -0.441 0.266 1.221
C -0.066 -0.245 2.441
C -0.726 0.162 3.609
C -1.750 1.068 3.571
C -2.162 1.615 2.340
C -3.207 2.554 2.207
C -3.534 3.027 0.965
C -2.813 2.559 -0.146
N -1.842 1.691 -0.065
C -1.504 1.213 1.150
H -3.047 2.913 -1.142
H -4.327 3.746 0.827
H -3.734 2.885 3.091
H -2.255 1.377 4.475
H -0.410 -0.257 4.553
H 0.738 -0.960 2.496
H -0.308 0.444 -0.761
H 1.529 -0.009 -2.171
H 0.631 -1.533 -2.239
*
```

Properties
- Frontier orbital gap: 8.4 eV
- SMILES: O=C(O)CCC(=O)Nc1cccc2cccnc12